Entry from the OMol25 dataset: C24H71F8N6O22S4Y as an isolated structure in a non-equilibrium geometry (ωB97M-V/def2-TZVPD).

The value obtained for the strongest force on any atom is 6.58 eV/Å. The spin multiplicity is 2. As for the total charge: -1. The HOMO energy (alpha / beta) is -0.08667 / -0.22158 Eh. For the energy, the calculation gives -146146.5119 eV. The value obtained for the gap between HOMO and LUMO (alpha / beta) is 0.1292 / 0.2670 Ha. As for the expectation value of S²: 0.754.

Atoms and positions in Å:
O 17.468 -11.257 10.232
H 13.396 -8.620 12.622
H 12.787 -12.523 3.171
H 12.531 -12.303 14.495
O 12.263 -12.579 9.527
C 18.882 -14.617 9.585
H 16.590 -17.557 13.872
O 16.159 -9.921 5.978
H 12.327 -12.743 0.634
H 15.522 -16.307 14.364
F 18.139 -7.466 9.944
H 12.585 -10.731 5.412
H 9.685 -13.540 13.800
H 14.806 -12.540 2.097
H 14.567 -12.231 0.362
C 14.777 -12.997 1.108
H 11.325 -8.935 8.266
H 17.053 -13.414 4.644
H 9.595 -15.966 7.062
H 19.975 -16.426 9.209
H 14.233 -5.940 14.607
O 9.412 -12.225 10.257
S 17.575 -10.027 9.425
C 15.931 -16.084 12.284
N 10.794 -12.746 2.947
H 15.802 -13.304 0.899
F 18.930 -8.896 11.358
C 20.170 -15.354 9.208
H 9.342 -18.445 7.335
F 14.983 -12.609 5.832
H 12.819 -18.611 12.237
C 13.777 -6.930 14.616
H 16.590 -16.382 11.468
H 9.131 -12.215 12.887
H 9.924 -9.315 10.991
H 12.199 -14.503 4.712
N 8.227 -16.340 8.497
H 10.356 -12.373 10.308
C 12.137 -13.317 2.803
H 14.677 -11.898 12.457
H 13.187 -11.042 12.592
O 10.217 -18.490 9.204
H 10.443 -10.028 12.492
H 13.518 -19.494 10.992
S 14.695 -13.139 7.329
S 17.403 -10.450 5.396
H 11.780 -14.332 0.996
H 10.580 -20.352 8.683
C 13.872 -11.675 13.157
C 9.612 -16.408 8.058
H 12.703 -13.728 11.858
C 12.088 -13.539 12.739
C 13.115 -12.814 13.730
H 7.989 -17.288 8.749
N 14.299 -11.701 7.912
F 13.964 -11.113 10.141
C 10.792 -9.448 11.637
C 14.517 -16.519 11.974
H 11.458 -10.386 7.854
H 11.463 -15.839 8.932
H 11.439 -10.045 10.995
F 17.364 -8.530 3.460
S 13.704 -12.482 9.346
H 17.311 -15.967 13.892
H 18.078 -14.570 8.851
O 14.191 -8.299 9.432
H 10.214 -13.442 2.501
H 13.307 -8.155 9.770
H 11.896 -14.513 13.189
O 13.673 -14.086 7.044
O 12.709 -6.943 13.667
F 18.765 -10.124 3.095
H 18.410 -12.712 9.990
H 14.613 -7.565 14.325
N 14.113 -13.683 14.317
H 10.238 -11.938 14.229
H 20.916 -15.103 9.962
O 18.606 -10.006 6.069
C 12.466 -8.241 13.045
H 17.516 -14.806 5.018
F 16.666 -10.542 2.771
H 10.603 -7.449 12.543
O 13.852 -14.062 1.052
H 13.459 -7.172 15.630
H 10.883 -12.032 2.238
H 15.408 -14.349 12.859
H 14.213 -15.994 11.069
H 12.076 -8.892 13.828
N 11.880 -7.477 10.780
H 9.030 -12.923 10.788
H 8.181 -15.804 9.352
C 10.025 -12.593 13.383
H 12.153 -6.520 10.954
O 16.370 -9.705 8.618
H 14.313 -11.066 13.946
O 15.984 -13.631 7.810
H 11.862 -15.435 3.356
H 10.378 -15.796 10.096
Y 14.401 -9.582 7.445
O 20.554 -14.924 7.901
C 10.074 -17.907 7.937
O 11.008 -12.799 12.401
H 13.815 -16.367 12.793
H 18.401 -15.042 10.466
C 12.500 -13.577 1.314
C 13.388 -18.462 11.320
H 13.487 -14.093 14.994
H 11.032 -17.871 7.419
H 10.975 -7.427 10.335
O 19.227 -13.198 9.858
H 12.069 -19.393 8.928
C 12.434 -14.554 3.649
O 17.496 -11.911 5.368
C 17.868 -8.542 10.611
O 18.801 -10.056 8.615
C 16.376 -16.500 13.715
O 14.582 -17.917 11.613
O 13.346 -10.152 5.443
N 16.087 -14.684 12.190
C 11.071 -19.608 9.311
F 16.768 -8.358 11.299
C 10.414 -15.560 9.033
O 11.974 -9.600 8.036
H 14.784 -13.149 14.850
C 11.348 -8.062 12.037
H 14.720 -7.614 9.843
H 21.274 -15.448 7.541
O 16.906 -14.339 4.447
H 15.769 -14.377 11.282
O 14.540 -13.447 10.039
H 13.532 -9.950 4.526
H 10.349 -14.488 8.851
H 12.860 -17.924 10.533
H 13.490 -14.789 3.523
C 17.540 -9.846 3.544
H 11.106 -20.071 10.297